{"formula": "C28H73F9N6O18S3", "method": "the ωB97M-V functional and the def2-TZVPD basis", "fmax_ev_per_a": 4.833, "e_tot_ha": -4886.34551, "charge": 2, "e_above_lowest_kcal_mol": 15.4, "species": ["C", "C", "C", "O", "C", "N", "H", "H", "H", "H", "H", "H", "H", "H", "H", "H", "H", "H", "C", "C", "C", "O", "C", "N", "H", "H", "H", "H", "H", "H", "H", "H", "H", "H", "H", "H", "C", "C", "C", "O", "C", "N", "H", "H", "H", "H", "H", "H", "H", "H", "H", "H", "H", "H", "C", "C", "C", "O", "C", "N", "H", "H", "H", "H", "H", "H", "H", "H", "H", "H", "H", "H", "C", "C", "C", "O", "C", "N", "H", "H", "H", "H", "H", "H", "H", "H", "H", "H", "H", "H", "C", "C", "C", "O", "C", "N", "H", "H", "H", "H", "H", "H", "H", "H", "H", "H", "H", "H", "C", "F", "F", "F", "S", "O", "O", "O", "C", "F", "F", "F", "S", "O", "O", "O", "C", "F", "F", "F", "S", "O", "O", "O", "O", "C", "O", "O", "H"], "xyz": [[-1.1513, -5.1800, -1.7241], [-2.4197, -5.2059, -2.5580], [-2.4491, -6.4396, -3.3941], [-3.7802, -6.7271, -3.8952], [-3.7180, -7.4915, -5.0810], [-3.7149, -5.0993, -1.7616], [-4.4403, -5.2509, -2.3937], [-3.6432, -5.8329, -1.0285], [-3.7033, -4.1569, -1.1646], [-1.1472, -6.0543, -0.9866], [-1.0140, -4.2655, -1.1731], [-0.1912, -5.2813, -2.2768], [-2.3782, -4.3941, -3.2250], [-2.1436, -7.3306, -2.8495], [-1.7603, -6.2793, -4.2236], [-3.4312, -8.5168, -4.9154], [-3.0441, -7.1198, -5.8416], [-4.6915, -7.4241, -5.5322], [-0.3150, -2.6702, 4.8862], [-0.6559, -3.6254, 3.6941], [0.3431, -4.7930, 3.7965], [0.5488, -5.4544, 2.5296], [1.6753, -6.2364, 2.6023], [-2.0983, -3.9211, 3.5710], [-2.2422, -4.7784, 4.1114], [-2.6748, -3.2011, 3.9802], [-2.7368, -4.0005, 2.1395], [0.7175, -2.5290, 4.8857], [-0.5775, -3.0992, 5.8998], [-0.8985, -1.7577, 4.7199], [-0.4583, -3.0434, 2.7807], [0.0179, -5.4116, 4.6422], [1.2776, -4.4056, 4.0256], [1.8089, -6.7793, 1.7283], [1.6971, -6.9376, 3.4222], [2.5982, -5.6065, 2.7929], [-4.5199, 2.3861, 2.8409], [-3.7838, 3.3230, 3.7303], [-3.8605, 3.0564, 5.2706], [-2.9421, 2.0524, 5.6798], [-3.1512, 1.7022, 7.1523], [-2.2718, 3.2577, 3.3348], [-2.1772, 3.6614, 2.4178], [-1.7186, 3.8673, 3.8727], [-2.0021, 2.2738, 3.4088], [-4.2953, 1.3532, 3.2042], [-4.3921, 2.5543, 1.7575], [-5.5792, 2.5266, 2.9821], [-3.9618, 4.3661, 3.5730], [-4.8929, 2.8898, 5.5386], [-3.5739, 3.9629, 5.8043], [-3.5235, 2.6099, 7.7603], [-2.2947, 1.2591, 7.5260], [-3.9914, 0.9811, 7.2828], [-2.1903, 2.4673, -2.5777], [-2.7595, 3.8142, -3.0051], [-3.7753, 3.6264, -4.1576], [-4.1185, 4.9710, -4.4523], [-5.0271, 5.1343, -5.6087], [-3.5934, 4.5658, -1.9528], [-2.9907, 5.0292, -1.1170], [-4.0244, 5.3278, -2.4782], [-4.3456, 4.0485, -1.6069], [-2.9336, 1.7406, -2.3081], [-1.6256, 2.6052, -1.6546], [-1.5729, 2.0575, -3.3849], [-1.9120, 4.4731, -3.3674], [-4.6421, 3.0690, -3.6907], [-3.2680, 3.0426, -4.9265], [-5.2574, 6.1909, -5.7115], [-5.9391, 4.6214, -5.4134], [-4.6526, 4.7107, -6.5992], [4.9828, -1.1137, -2.2585], [6.1955, -2.0448, -1.9916], [6.1335, -2.7496, -0.6329], [6.4226, -1.7696, 0.3321], [6.0687, -2.2207, 1.6152], [6.3399, -3.1857, -3.0136], [6.2537, -2.9476, -3.9918], [7.2467, -3.6995, -2.9964], [5.5093, -3.8828, -2.8805], [4.0642, -1.6676, -2.0523], [5.1051, -0.5204, -3.1836], [5.1249, -0.4437, -1.3634], [7.1894, -1.5613, -2.0253], [6.8023, -3.6338, -0.5575], [5.1086, -2.9977, -0.3802], [6.7196, -3.0221, 1.8335], [5.0457, -2.5418, 1.5268], [6.1570, -1.3056, 2.1599], [2.6419, 5.7800, -1.0547], [3.2711, 4.6052, -0.3555], [4.5469, 5.0808, 0.3593], [5.2041, 3.9313, 0.9250], [6.6256, 3.9545, 0.7797], [2.4324, 3.8814, 0.6250], [2.9615, 3.1325, 1.1137], [2.0048, 4.5681, 1.2484], [1.5786, 3.3928, 0.2132], [3.4205, 6.2138, -1.7176], [2.3343, 6.4922, -0.3135], [1.7965, 5.6213, -1.7004], [3.5924, 3.8394, -1.0649], [4.2178, 5.8605, 1.0920], [5.2548, 5.5815, -0.3152], [6.9776, 4.7893, 1.3530], [6.9604, 4.2505, -0.2593], [7.0350, 3.0386, 1.1855], [-1.3087, 7.9126, 1.2551], [-2.5077, 8.4181, 1.0723], [-0.3881, 8.6860, 0.6364], [-1.0061, 7.8662, 2.5923], [-1.2528, 6.0801, 0.7340], [-2.1662, 5.4475, 1.6462], [-1.7358, 5.9955, -0.6106], [0.1322, 5.7633, 0.8743], [0.9061, 0.9974, -0.3175], [1.9963, 1.0447, 0.4435], [1.0142, 1.7935, -1.4056], [0.7907, -0.2727, -0.8039], [-0.4866, 1.4736, 0.8060], [-0.1245, 1.1206, 2.1621], [-0.5286, 2.9072, 0.6519], [-1.7061, 0.8123, 0.2752], [2.5124, -3.3722, -4.1485], [1.5290, -2.4687, -4.0730], [2.2181, -4.2241, -5.0940], [3.5959, -2.7107, -4.4945], [2.8054, -4.2219, -2.4360], [4.1369, -4.6779, -2.6549], [2.7825, -3.1258, -1.4676], [1.8380, -5.2136, -2.3764], [-2.4637, -1.7507, 1.2876], [-2.9569, -2.7318, 0.5765], [-3.2859, -2.6432, -0.6455], [-3.1511, -3.8587, 1.2216], [-2.1601, -1.0307, 0.7314]], "atomic_forces_ev_per_a": [[0.393, -1.505, 1.174], [0.377, -0.316, 0.581], [-1.009, -1.308, -0.658], [1.259, 0.954, 0.169], [-0.485, 0.072, -0.421], [3.540, 0.710, 3.025], [-1.949, -0.326, -1.051], [-0.579, 0.279, -0.710], [-0.152, -0.652, -1.339], [-0.056, 1.125, -0.783], [-0.256, 0.409, 0.327], [-1.061, -0.089, -0.143], [-0.432, 1.375, -0.688], [0.346, -0.057, 0.263], [0.079, -0.112, -0.055], [-0.057, -0.524, 0.362], [0.504, 0.585, 0.056], [-0.523, -0.323, -0.038], [-2.615, -1.278, 0.213], [0.946, 1.555, -0.091], [-2.377, -0.213, -1.705], [-1.792, 0.560, 1.181], [2.140, 0.945, 1.552], [0.531, -1.841, 0.628], [-0.475, 0.264, -0.097], [0.096, 0.253, 0.302], [0.609, 0.649, 0.623], [1.639, 0.789, -0.021], [0.064, 0.297, -1.110], [0.431, 0.073, 0.315], [0.497, -0.228, 0.214], [0.090, -0.663, -0.314], [1.747, 1.060, 0.827], [0.132, -0.812, -1.796], [-0.459, -0.446, 0.510], [-0.695, -0.379, -0.419], [-0.418, -0.946, 0.123], [2.283, 0.273, 1.056], [0.806, 0.496, -0.478], [-0.907, -0.649, 1.893], [-3.226, 1.867, -1.491], [-2.381, -1.281, 0.104], [0.198, -0.034, -1.246], [0.995, 0.608, 1.416], [0.674, 0.272, -0.143], [-0.088, 0.550, -0.860], [0.533, -0.297, 0.534], [-0.478, 0.053, 0.305], [-0.753, 0.584, -0.200], [-0.457, -0.560, 0.065], [-0.028, 0.394, -0.121], [1.135, -1.069, -1.076], [1.879, -0.471, 0.512], [0.533, 0.312, -0.604], [0.182, 0.835, 0.796], [-0.129, -0.307, -0.873], [0.294, 0.672, 1.900], [-0.966, -0.353, -2.234], [1.133, -0.414, -0.304], [3.297, 1.773, 0.556], [-0.661, -0.737, -1.721], [0.113, 0.296, -0.092], [-1.277, -1.505, 0.774], [-0.652, -0.351, -0.115], [0.387, -0.080, -0.252], [-0.024, 0.183, 0.282], [-1.229, -0.383, 0.755], [0.547, 0.265, -0.938], [-0.407, 0.227, -0.443], [0.322, 0.008, 0.056], [-0.845, -0.490, 0.360], [0.129, 0.614, 1.449], [1.925, 0.191, 1.652], [0.873, -0.804, -0.632], [-0.513, 0.814, 0.341], [0.995, 0.394, -1.245], [-0.397, 1.100, -1.483], [-0.468, -1.339, -0.134], [-0.222, 0.842, -0.290], [-0.809, 0.486, 0.620], [0.536, 0.440, 0.175], [0.014, 0.272, -0.692], [-0.440, -0.509, 0.445], [-0.405, -0.146, -0.980], [-0.671, 0.314, -0.065], [-0.220, 0.356, -0.109], [-0.384, -0.959, -0.674], [0.669, -0.884, 1.158], [-0.673, -0.341, 0.669], [0.120, -0.038, 1.268], [0.522, 0.346, -0.399], [1.639, -0.535, -1.139], [0.070, -0.334, 0.513], [-0.728, 0.427, -0.439], [-0.177, 1.298, -0.674], [-1.641, -0.813, -0.165], [-0.098, 0.841, -0.102], [-0.099, -0.081, 0.487], [0.992, 1.006, 0.300], [-0.381, -0.112, 0.576], [-0.117, 0.665, 0.242], [-0.456, -0.626, -0.031], [-0.106, 0.022, -0.100], [0.553, -0.667, 0.060], [-0.508, -0.111, -0.189], [0.516, 0.368, 0.745], [-0.481, -1.059, 0.704], [0.000, -0.165, -0.343], [1.062, -1.128, 0.495], [-0.136, 0.234, 0.099], [-0.785, -0.750, 0.441], [-0.360, 0.504, -1.123], [0.353, 1.315, 0.811], [-0.609, -0.502, 1.116], [-0.736, 0.143, -2.026], [1.212, -0.277, 0.348], [-0.732, -2.194, -0.783], [0.756, 0.318, -0.463], [0.227, -0.005, 0.967], [0.025, 1.280, 0.713], [-2.643, -0.584, 0.367], [0.213, -0.711, -0.481], [0.387, 1.002, -0.722], [1.715, 0.242, 0.477], [-0.737, -0.178, 2.309], [-0.484, 0.141, 0.068], [-0.191, -0.832, -0.683], [1.388, 0.606, -0.481], [0.607, 4.731, -0.779], [2.852, -1.320, -0.382], [-0.667, -0.820, -0.531], [-2.519, -2.493, 0.441], [0.104, -0.710, 0.648], [-1.086, -0.965, -2.009], [0.770, -0.180, 2.519], [-0.504, 0.106, -1.447], [0.128, 1.130, -0.606]]}